The following is a quantum chemistry calculation of a cluster of 12 separate species, C10H45N13O12 in total at a distorted geometry, from the Open Molecules 2025 dataset.

Structure (SMILES): COC[C@H](C)N.NC(N)=O.NC(N)=O.NC(N)=O.NC(N)=O.NC(N)=O.NC(N)=O.O.O.O.O.O

Geometry as ORCA input:
```
! RIJCOSX wB97M-V def2-TZVPD def2/J DEFGRID3
* xyz 0 1
C 0.28607 -0.09435 2.81147
O 0.59288 -1.29848 3.47757
C 1.53703 -2.11059 2.66791
C 1.69809 -3.45359 3.42232
C 0.35882 -4.07677 3.63150
N 2.14764 -3.11343 4.76381
H 1.13795 0.54577 3.04091
H -0.57410 0.45984 3.18707
H 0.24051 -0.22418 1.73019
H 1.27829 -2.32699 1.63142
H 2.46880 -1.55158 2.58178
H 2.33795 -4.14434 2.87318
H 0.46989 -5.07267 4.06039
H -0.23001 -4.23464 2.72792
H -0.26139 -3.46061 4.28249
H 2.90298 -2.44651 4.83311
H 1.37541 -2.49517 4.96759
N 2.94910 1.36465 0.29032
C 3.56222 1.65528 1.42711
N 3.21602 2.83577 1.75711
O 4.24611 0.87344 2.07766
H 2.45820 2.06197 -0.25083
H 3.12452 0.49094 -0.18504
H 3.36450 3.16699 2.69964
H 2.70435 3.45349 1.14334
N -4.27716 1.31724 -5.15152
C -3.28586 1.36286 -4.33009
N -3.01419 0.11952 -3.96760
O -2.60819 2.31417 -3.86809
H -4.83788 2.08469 -5.49315
H -4.52399 0.42336 -5.55173
H -3.62482 -0.58024 -4.36454
H -2.49916 -0.11912 -3.13219
N -0.29830 -0.67898 -4.93292
C 0.62629 0.11044 -4.39653
N 1.72995 -0.37299 -4.80732
O 0.45850 1.04835 -3.65557
H -0.06747 -1.26755 -5.72058
H -1.25976 -0.39364 -4.81341
H 2.63379 -0.02700 -4.51844
H 1.68258 -1.04202 -5.56248
N -1.75069 0.48917 0.39592
C -1.06424 0.35863 -0.70687
N -0.29912 1.39066 -0.90839
O -1.40722 -0.44112 -1.57021
H -2.45928 -0.18759 0.64091
H -1.52649 1.29957 0.95544
H 0.06667 1.96273 -0.16072
H -0.03233 1.64128 -1.84974
N -0.17685 4.75234 2.09848
C -0.25934 3.55488 2.64767
N 0.44987 3.25768 3.70497
O -0.98994 2.75284 2.14463
H 0.31018 5.51407 2.54868
H -0.73699 4.93925 1.27909
H 0.89372 4.06543 4.11806
H 0.49183 2.35725 4.16056
N 0.82749 -2.48010 -1.59882
C 0.89111 -3.74796 -1.82700
N -0.32427 -4.27833 -1.82835
O 1.87729 -4.39553 -2.08749
H 1.66900 -1.92192 -1.61891
H -0.00738 -2.08471 -1.19048
H -1.11554 -3.87356 -1.34861
H -0.46891 -5.27745 -1.85843
O -2.41882 -2.29083 2.88965
H -2.71431 -1.38511 2.98230
H -1.48022 -2.25715 3.07442
O 1.56148 3.94754 -0.41814
H 0.68234 4.27803 -0.23340
H 1.61399 3.92628 -1.37366
O -3.22513 0.32990 3.02229
H -3.36213 1.24758 2.78710
H -2.94237 0.35606 3.93640
O 2.08696 3.16644 -3.34229
H 1.40620 2.56019 -3.63426
H 2.86085 2.61683 -3.21870
O -3.01112 -2.58471 -0.98218
H -2.72187 -1.71162 -1.24727
H -3.42054 -2.95028 -1.76638
*
```

***

The following is a quantum chemistry calculation of a cluster of 23 separate species, C10H56Cl2I3NO24 in total at a distorted geometry, from the Open Molecules 2025 dataset.

Geometry as ORCA input:
```
! RIJCOSX wB97M-V def2-TZVPD def2/J DEFGRID3
* xyz 0 1
C -3.58272 3.74700 0.35776
C -3.83570 2.31745 0.73336
Cl -5.48394 1.87888 1.13132
C -2.90820 1.36272 0.79726
Cl -1.25538 1.78887 0.41935
N -3.25242 0.03019 1.19866
C -3.15110 -0.12738 2.62212
O -3.80433 -0.92255 3.22675
O -2.28718 0.72238 3.21385
C -1.75665 0.21394 4.44511
C -0.60547 1.11249 4.86348
C 0.41646 1.24863 3.73204
I 2.41566 1.56733 4.44376
C -2.56980 -0.98986 0.45688
I -1.16068 -2.19328 1.51786
C -2.73978 -1.26955 -0.82931
C -2.02360 -2.35727 -1.58245
I -4.12672 -0.15030 -1.99937
H -4.53865 4.21081 0.12031
H -2.94155 3.83842 -0.51264
H -3.19521 4.27007 1.23468
H -1.38109 -0.80171 4.32804
H -2.51414 0.20855 5.22834
H -0.10564 0.63709 5.70607
H -0.97143 2.08353 5.20091
H 0.18811 2.05924 3.04827
H 0.41737 0.33342 3.14110
H -1.01783 -2.53090 -1.21882
H -1.96591 -2.09996 -2.63947
H -2.63397 -3.25510 -1.53687
O 1.30195 -4.51255 0.23473
H 2.03309 -4.02984 0.64452
H 0.51648 -4.09588 0.60751
O -3.93639 -3.42864 -4.01391
H -3.94598 -3.22758 -4.95488
H -4.15549 -2.58979 -3.58728
O 1.95073 -7.44412 0.29787
H 1.30409 -7.47384 1.00839
H 1.95825 -6.51327 0.04039
O -0.06010 0.19163 -2.45535
H -0.79036 -0.20395 -2.94386
H -0.48776 0.82721 -1.87108
O 3.58213 -3.10709 2.15022
H 3.58139 -2.28930 2.65669
H 4.50915 -3.25399 1.91782
O -0.22974 1.13158 -5.22889
H -0.06988 1.72755 -5.97359
H 0.50159 1.30604 -4.62287
O -1.47533 -5.29799 -1.91455
H -0.52094 -5.42082 -1.98155
H -1.81851 -5.57399 -2.77240
O -3.15523 5.07459 -2.22254
H -2.57947 5.78286 -2.53785
H -3.29475 4.51326 -2.99268
O 5.86414 3.29001 4.70075
H 5.14480 2.91045 4.18490
H 5.44819 3.97363 5.23448
O -6.68097 3.48165 -2.11036
H -7.09496 4.22125 -1.65584
H -6.23885 2.99113 -1.40947
O 8.31212 2.51520 3.21544
H 9.01597 2.25369 3.81509
H 7.64391 2.92011 3.78550
O -0.57464 6.51804 -1.81312
H -0.53365 7.35991 -1.34866
H 0.34334 6.30599 -2.00910
O 0.59135 -3.90388 3.58905
H 1.40671 -4.10740 4.05873
H -0.01770 -3.61023 4.27564
O 1.54027 -1.25098 -5.71000
H 1.07494 -0.49999 -5.31643
H 1.96646 -1.67436 -4.95904
O 3.61758 0.75614 -5.89991
H 4.57798 0.68586 -5.87645
H 3.35834 0.33141 -6.72478
O -0.46632 -1.03994 7.11706
H 0.19542 -1.30711 7.76242
H -1.15060 -0.59625 7.63986
O -3.33969 -7.68439 -1.49046
H -2.90253 -6.82273 -1.45671
H -3.03576 -8.08276 -2.31041
O -3.06350 -0.83791 8.54564
H -3.81318 -0.63010 7.97793
H -3.07195 -1.79867 8.61098
O 3.60271 3.41123 -4.59728
H 4.11469 4.15821 -4.92454
H 3.62192 2.76409 -5.31658
O 0.20636 3.69860 -6.79747
H 0.95153 4.15339 -6.38963
H -0.56868 4.17475 -6.48267
O 5.97827 -3.37901 0.40303
H 6.40686 -4.18422 0.09708
H 6.08465 -2.75312 -0.31950
O 6.33934 4.04599 -3.86173
H 6.93356 4.64306 -3.39694
H 5.86416 3.57408 -3.16972
*
```

***

The following is a quantum chemistry calculation of a structure of composition C10H5AuN5O4, from the Open Molecules 2025 dataset.

Geometry as ORCA input:
```
! RIJCOSX wB97M-V def2-TZVPD def2/J DEFGRID3
* xyz -1 1
Au -0.21806 -1.00509 -0.54329
C -1.05696 2.40380 -0.71906
C -0.33884 1.88207 0.47294
N 0.06194 0.63748 0.66335
C 0.69512 0.57911 1.89086
C 0.66133 1.82689 2.44358
N 0.01498 2.62393 1.53248
C 1.12757 2.44307 3.71985
O 1.68475 1.65555 4.58411
O 0.93504 3.63847 3.87103
C 1.30319 -0.69382 2.42632
O 1.91522 -0.56448 3.52896
O 1.20794 -1.69859 1.72502
H -1.19063 1.59814 -1.43665
H -0.48882 3.20736 -1.18927
H -2.03656 2.79400 -0.43979
H -0.14818 3.60532 1.69898
H 1.70065 0.62099 4.23940
N -0.67575 -2.37142 -1.87341
C -0.72031 -2.96139 -2.86907
C -0.82422 -3.65943 -4.05786
C -0.38952 -5.00344 -4.14756
N -0.03619 -6.09889 -4.22905
C -1.37053 -2.99954 -5.18615
N -1.81314 -2.46007 -6.10572
*
```

***

The following is a quantum chemistry calculation of a structure of composition C10H5CuF5N3 at a distorted geometry, from the Open Molecules 2025 dataset.

Geometry as ORCA input:
```
! RIJCOSX wB97M-V def2-TZVPD def2/J DEFGRID3
* xyz 0 1
Cu 0.22857 0.08202 -0.07962
N -2.72669 2.76524 3.32454
C -2.56121 1.77795 2.38693
C -1.41463 1.57135 1.61693
N -1.31380 0.41826 0.99617
C -2.20273 -0.56345 1.16781
C -3.37869 -0.28154 1.80028
N -3.58387 0.91153 2.36343
H -2.16757 3.55633 3.32430
H -3.63414 3.17600 3.16498
H -0.58134 2.17686 1.75464
H -2.04649 -1.33905 0.47055
H -4.17365 -1.06058 1.89790
F 0.27123 -2.53494 -1.48473
C 1.41347 -1.82291 -1.74928
C 1.51449 -0.54539 -1.23406
C 2.62247 0.17879 -1.60752
F 2.78196 1.46390 -1.16115
C 3.61341 -0.32294 -2.46362
F 4.49566 0.55416 -3.00100
C 3.53992 -1.68122 -2.77302
F 4.51350 -2.24765 -3.52311
C 2.39047 -2.46093 -2.43800
F 2.39966 -3.77179 -2.75336
*
```

***

The following is a quantum chemistry calculation of the ion C10H6ClO3S with charge -1 at a distorted geometry, from the Open Molecules 2025 dataset.

Structure (SMILES): O=[S@@]12=C(c3ccccc3/C=C/Cl)[C@]1([O-])O2
Energy relative to the best compared isomer or geometry (same formula, charge and spin) (eV): 0.000

Geometry as ORCA input:
```
! RIJCOSX wB97M-V def2-TZVPD def2/J DEFGRID3
* xyz -1 1
O 2.79471 2.51019 -2.99100
S 2.88570 1.10245 -2.55748
C 2.48434 0.72255 -0.85553
C 1.29628 0.39771 -0.17284
C 1.41812 -0.07379 1.23895
C 0.31942 -0.49471 1.96994
C -0.92256 -0.41617 1.43192
C -1.10091 0.10693 0.10503
C -0.01013 0.38509 -0.63693
C -0.32432 0.78281 -2.01831
C -0.12965 -0.02586 -3.03663
Cl -0.29311 0.55865 -4.70400
C 3.81908 0.49419 -0.64604
O 4.46758 0.06088 0.29401
O 4.38596 0.95196 -1.83537
H 2.34905 -0.11620 1.77567
H 0.45266 -0.85463 2.92757
H -1.82505 -0.40394 1.93761
H -2.08067 0.19253 -0.36957
H -0.91158 1.74848 -2.33843
H 0.31029 -1.05359 -3.07921
*
```

***

The following is a quantum chemistry calculation of a structure of composition C10H6ClO4PSZr at a distorted geometry, from the Open Molecules 2025 dataset.

Geometry as ORCA input:
```
! RIJCOSX wB97M-V def2-TZVPD def2/J DEFGRID3
* xyz 4 1
O 1.13094 -2.51952 1.99098
C 1.48953 -1.94706 1.01771
C 2.75712 -2.37450 0.19989
C 3.54544 -1.34519 -0.40164
Cl 4.93134 -1.80523 -1.35966
C 3.14988 0.17133 -0.18935
O 3.96614 1.01048 -0.01013
C 1.58725 0.43451 -0.18749
C 1.01740 1.65567 -0.77375
C -0.48254 1.81874 -0.71275
C -1.35443 0.70568 -0.05568
P -3.25700 0.79457 0.01185
O -3.87417 -0.13203 1.20725
O -3.83814 0.16344 -1.40865
S -3.89286 2.65467 0.15672
C -0.72831 -0.51998 0.52990
C 0.75698 -0.65845 0.45912
H 3.04316 -3.46126 0.08551
H 1.67817 2.41494 -1.26500
H -0.93530 2.73615 -1.17753
H -4.55147 -0.76717 0.85953
H -3.18518 -0.51626 -1.70148
H -1.38798 -1.29686 0.99196
Zr -1.56599 2.78331 1.73269
*
```

***

Listing HOMO for the structures above in their given order: -8.8; -8.8; -5.7; -8.7; -3.8; -22.2 eV.